Entry 1:
Here is an isolated ion of composition C11H14N3 and charge +1 at a distorted geometry from the Open Molecules 2025 dataset. Energies are from the ωB97M-V functional and the def2-TZVPD basis.

Each line ends with the Löwdin charge.
Geometry (Å):
C: 2.399 2.199 0.338  0.09
C: 3.469 1.447 -0.257  0.00
C: -3.635 0.903 0.127  -0.09
C: -2.994 0.934 -1.094  -0.14
C: 1.132 1.504 0.652  0.08
C: 3.242 0.124 -0.329  -0.05
C: -2.676 0.425 1.032  -0.09
C: -1.724 0.440 -1.001  -0.18
C: 1.065 0.143 0.463  -0.18
C: -0.357 -2.522 -0.738  -0.06
C: -0.052 -0.656 0.909  -0.12
N: 2.138 -0.518 0.013  0.18
N: -1.530 0.209 0.294  -0.05
N: -0.029 -2.005 0.571  -0.03
H: 2.486 3.282 0.568  0.14
H: 4.344 2.021 -0.459  0.12
H: -4.658 1.193 0.310  0.10
H: -3.609 1.280 -1.963  0.12
H: 0.312 1.935 1.143  0.12
H: 4.086 -0.365 -0.813  0.16
H: -2.663 0.207 2.045  0.08
H: -0.852 0.509 -1.791  0.16
H: -1.374 -2.772 -0.873  0.10
H: 0.069 -2.016 -1.477  0.04
H: 0.182 -3.378 -0.898  0.07
H: -0.326 -0.479 1.907  0.14
H: -0.585 -2.551 1.234  0.15
H: 2.142 -1.492 0.086  0.16

## Properties
Maximum force: 5.3 eV/A
SMILES: CN[C@@H](c1cccc[nH+]1)n1cccc1
Total charge: +1
Frontier orbital gap: 6.126 eV
Relative energy (zero: lowest compared OMol25 entry of this formula, charge and spin): 49.4 kcal/mol
LUMO energy: -4.8 eV
HOMO level: -10.93 eV

---

Entry 2:
Here is a 9-piece molecular cluster, C31H47BBr3Cl26NO5P overall at a distorted geometry from the Open Molecules 2025 dataset. Energies are from the ωB97M-V functional and the def2-TZVPD basis.

Each line ends with the Löwdin charge.
Geometry (Å):
C: 5.412 -1.037 -0.106  -0.16
C: 3.983 -0.418 -0.067  -0.31
C: 3.874 0.747 0.923  -0.64
Br: 4.814 0.336 2.617  0.72
P: 2.114 1.600 1.161  0.59
O: 3.080 2.896 1.858  -0.31
B: 0.548 2.782 1.561  -0.63
N: 0.631 3.990 2.446  0.10
O: -0.760 2.499 1.088  0.03
C: 2.285 2.243 -0.689  -0.69
Br: 1.526 4.058 -0.919  0.76
C: 1.686 1.312 -1.734  -0.71
C: 0.174 1.407 -1.955  -0.17
Br: 2.552 1.801 -3.513  0.56
O: 1.876 1.047 2.799  -0.28
C: 0.990 -0.064 2.978  -0.44
C: -0.014 0.440 4.024  -0.01
C: 1.890 -1.052 3.790  -0.08
C: 0.480 -0.560 1.559  -0.31
C: -0.989 -0.420 1.033  -0.05
C: -2.182 -0.011 1.889  -0.35
C: -2.810 -1.123 2.739  -0.04
O: -3.197 0.334 0.902  -0.11
C: -4.031 1.371 1.348  -0.19
C: -4.988 1.731 0.240  -0.18
C: -5.069 3.044 -0.206  -0.04
C: -5.912 3.413 -1.245  -0.09
C: -6.701 2.450 -1.856  -0.09
C: -6.645 1.141 -1.396  -0.16
C: -5.802 0.777 -0.360  -0.07
C: 0.960 -2.007 1.158  -0.55
Cl: 0.976 -2.171 -0.641  0.73
C: 0.135 -3.230 1.600  -0.71
C: 0.917 -4.528 1.248  -0.15
Cl: -0.304 -3.302 3.336  0.70
O: 1.235 0.238 0.629  -0.32
H: 6.187 -0.289 0.041  0.01
H: 5.484 -1.769 0.699  0.04
H: 5.544 -1.596 -1.036  0.07
H: 3.325 -1.247 0.166  0.05
H: 3.839 -0.016 -1.070  0.09
H: 4.531 1.524 0.539  0.03
H: 3.466 3.441 1.167  0.02
H: 0.018 4.703 2.051  0.04
H: 0.231 3.732 3.345  0.06
H: -1.152 3.273 0.670  0.08
H: 3.323 2.415 -0.968  0.03
H: 1.979 0.277 -1.626  0.02
H: -0.054 1.893 -2.902  0.04
H: -0.333 1.967 -1.174  0.04
H: -0.261 0.408 -2.017  0.05
H: -0.695 -0.333 4.383  0.06
H: -0.561 1.329 3.712  0.07
H: 0.578 0.740 4.889  0.09
H: 1.322 -1.702 4.447  0.03
H: 2.473 -0.394 4.430  0.07
H: 2.619 -1.583 3.183  0.05
H: -1.332 -1.309 0.497  0.10
H: -0.942 0.336 0.259  0.09
H: -2.017 0.898 2.459  0.10
H: -2.329 -1.252 3.705  0.04
H: -2.660 -2.063 2.202  0.06
H: -3.883 -0.975 2.851  0.07
H: -3.448 2.271 1.581  0.11
H: -4.573 1.090 2.264  0.13
H: -4.449 3.789 0.281  0.11
H: -5.931 4.450 -1.555  0.10
H: -7.345 2.722 -2.683  0.10
H: -7.273 0.419 -1.894  0.06
H: -5.777 -0.252 -0.021  0.10
H: 1.989 -2.166 1.461  0.08
H: -0.794 -3.297 1.040  0.08
H: 1.986 -4.323 1.193  0.08
H: 0.613 -4.809 0.239  0.06
H: 0.700 -5.347 1.927  0.01
C: -0.050 -3.312 -4.466  -1.55
Cl: 0.605 -1.843 -3.760  0.54
Cl: 0.801 -4.738 -3.859  0.51
Cl: -1.784 -3.444 -4.152  0.52
H: 0.093 -3.269 -5.537  0.01
C: -2.142 -6.869 4.071  -1.55
Cl: -0.978 -7.371 2.847  0.55
Cl: -3.676 -6.418 3.327  0.52
Cl: -2.382 -8.144 5.271  0.49
H: -1.742 -5.998 4.574  0.00
C: 8.903 1.790 -0.647  -1.54
Cl: 7.419 1.740 -1.593  0.52
Cl: 8.578 2.360 0.987  0.54
Cl: 9.681 0.203 -0.615  0.52
H: 9.582 2.485 -1.122  0.01
C: 5.351 5.196 -4.288  -1.54
Cl: 6.082 6.699 -3.703  0.52
Cl: 6.129 3.792 -3.560  0.49
Cl: 3.627 5.155 -3.951  0.49
H: 5.500 5.149 -5.358  0.00
C: -10.165 -1.466 -0.053  -1.54
Cl: -8.692 -0.516 0.104  0.62
Cl: -11.465 -0.794 0.937  0.52
Cl: -10.663 -1.571 -1.745  0.52
H: -9.965 -2.470 0.298  0.01
C: -2.828 -10.837 8.639  -1.55
Cl: -1.285 -10.007 8.834  0.52
Cl: -4.050 -10.151 9.712  0.52
Cl: -3.363 -10.776 6.959  0.50
H: -2.689 -11.875 8.910  0.01
C: 0.633 5.331 -6.504  -1.55
Cl: 0.962 3.991 -5.423  0.49
Cl: 0.011 4.755 -8.062  0.52
Cl: -0.495 6.480 -5.778  0.53
H: 1.565 5.850 -6.693  -0.01
C: 3.087 4.375 -10.256  -1.57
Cl: 3.054 2.647 -10.602  0.53
Cl: 3.953 4.697 -8.755  0.52
Cl: 3.804 5.271 -11.599  0.52
H: 2.067 4.713 -10.130  -0.03

## Properties
Maximum force: 2.6 eV/A
Total charge: -1
Frontier orbital gap: 6.308 eV
Relative energy (zero: lowest compared OMol25 entry of this formula, charge and spin): 0.0 kcal/mol
LUMO energy: 1.6 eV
HOMO level: -4.74 eV

---

Entry 3:
Here is a 13-piece molecular cluster, C3H34NO13 overall at a distorted geometry from the Open Molecules 2025 dataset. Energies are from the ωB97M-V functional and the def2-TZVPD basis.

Each line ends with the Löwdin charge.
Geometry (Å):
C: 0.358 0.106 0.527  -0.10
O: 0.180 -0.676 -0.622  0.06
C: -0.987 0.256 1.257  -0.22
C: -0.928 1.636 1.908  -0.06
N: -2.145 0.083 0.247  0.24
H: 1.195 -0.386 1.156  0.19
H: 0.761 1.120 0.123  0.18
H: 0.826 -0.592 -1.391  0.13
H: -1.097 -0.499 2.025  0.16
H: -1.339 1.721 2.916  0.10
H: -1.414 2.533 1.428  0.10
H: 0.133 1.919 2.061  0.05
H: -2.092 0.624 -0.624  0.11
H: -2.181 -0.916 0.074  0.07
H: -2.972 0.502 0.664  0.18
H: -1.286 -3.106 0.601  -0.03
H: -1.385 -4.421 1.402  0.07
O: -1.726 -3.509 1.342  -0.05
H: 1.231 -3.964 -0.979  0.13
H: 0.532 -2.607 -0.724  0.02
O: 0.329 -3.515 -0.990  -0.04
H: 4.252 0.236 1.504  0.15
H: 3.274 0.711 0.214  0.01
O: 3.965 0.975 0.816  -0.05
H: 2.387 -1.583 3.540  0.10
H: 2.213 0.147 3.061  0.02
O: 2.548 -0.774 3.049  0.06
H: -0.241 -0.056 -4.576  0.04
H: -0.583 -0.808 -3.247  0.07
O: -0.446 0.110 -3.699  -0.05
H: -1.511 -3.058 -3.769  0.09
H: -0.748 -3.164 -2.297  0.01
O: -1.020 -2.625 -3.064  -0.06
H: 3.012 2.129 1.367  -0.01
H: 2.887 3.502 1.805  -0.03
O: 2.422 2.795 1.745  0.03
H: -2.877 -2.192 -1.768  -0.04
H: -3.419 -2.691 -0.254  0.15
O: -3.070 -1.997 -0.932  -0.02
H: 0.839 1.679 4.374  -0.02
H: 1.617 2.187 3.274  -0.01
O: 1.274 1.458 3.693  0.06
H: 2.523 0.334 -2.935  0.06
H: 1.762 1.440 -2.321  0.08
O: 2.242 0.625 -2.085  -0.01
H: -1.314 3.579 -1.008  0.04
H: -0.032 3.798 -0.095  0.10
O: -0.784 3.190 -0.331  -0.06
H: -1.646 1.038 -3.019  -0.03
H: -3.135 1.458 -2.999  0.07
O: -2.380 1.245 -2.446  -0.05

## Properties
Maximum force: 10.1 eV/A
Expectation value of S²: 0.758
2S+1: 2
Total charge: +2
Frontier orbital gap (alpha / beta): 11.452 / 4.563 eV
LUMO energy (alpha / beta): -5.7 / -12.6 eV
HOMO level (alpha / beta): -17.17 / -17.14 eV

---

Entry 4:
Here is C32H90FeN6O14S as an isolated structure at a distorted geometry from the Open Molecules 2025 dataset. Energies are from the ωB97M-V functional and the def2-TZVPD basis.

Each line ends with the Löwdin charge.
Geometry (Å):
Fe: 0.417 0.340 -1.580  0.94
S: 0.152 0.956 0.899  0.29
O: 0.984 1.452 -0.216  -0.37
O: -0.537 0.056 0.027  -0.35
O: 1.024 0.240 1.806  -0.28
O: -0.599 2.034 1.468  -0.28
C: 4.168 -1.827 -1.011  -0.03
C: 2.956 -1.572 -1.876  -0.43
C: 2.575 -2.732 -2.790  -0.16
O: 1.290 -2.569 -3.456  -0.30
C: 0.914 -3.612 -4.475  -0.05
N: 1.943 -1.026 -1.027  0.05
H: 4.722 -2.650 -1.462  0.09
H: 3.851 -2.337 -0.101  0.09
H: 4.631 -0.889 -0.704  0.07
H: 3.262 -0.787 -2.569  0.08
H: 2.755 -3.616 -2.177  0.13
H: 3.322 -2.704 -3.583  0.10
H: -0.131 -3.914 -4.541  0.07
H: 1.594 -4.424 -4.215  0.08
H: 1.133 -3.178 -5.450  0.06
H: 1.484 -1.820 -0.605  0.08
H: 2.413 -0.723 -0.186  0.08
C: -0.609 -3.740 4.611  -0.07
C: -1.281 -2.491 5.017  -0.45
C: -0.530 -1.244 4.594  -0.25
O: -1.114 -0.202 5.230  -0.14
C: -0.369 0.906 4.914  -0.12
N: -2.653 -2.670 4.598  0.06
H: -1.070 -4.609 5.078  0.08
H: 0.417 -3.802 4.974  0.07
H: -0.627 -3.822 3.524  0.07
H: -1.345 -2.536 6.104  0.15
H: -0.511 -1.124 3.511  0.12
H: 0.528 -1.379 4.817  0.11
H: -0.143 1.045 3.857  0.06
H: 0.575 1.041 5.442  0.10
H: -1.195 1.573 5.162  0.10
H: -3.147 -1.871 4.969  0.07
H: -2.760 -2.607 3.596  0.05
C: -3.255 2.522 -2.512  -0.04
C: -2.320 1.477 -3.041  -0.39
C: -2.041 1.516 -4.510  -0.11
O: -1.022 0.460 -4.658  -0.23
C: -0.533 0.397 -5.970  -0.21
N: -1.160 1.615 -2.111  0.06
H: -3.662 2.341 -1.517  0.08
H: -4.086 2.558 -3.217  0.10
H: -2.697 3.450 -2.393  0.10
H: -2.865 0.566 -2.794  0.13
H: -1.683 2.495 -4.829  0.12
H: -2.991 1.307 -5.003  0.14
H: -1.272 0.280 -6.763  0.07
H: 0.063 -0.477 -6.232  0.05
H: 0.006 1.213 -6.451  0.07
H: -1.824 1.826 -1.380  0.08
H: -0.928 2.583 -2.283  0.11
C: 3.809 1.787 -2.313  -0.06
C: 2.401 2.180 -2.752  -0.34
C: 2.345 3.013 -4.067  -0.19
O: 0.972 3.150 -4.325  -0.26
C: 0.658 4.242 -5.121  -0.13
N: 1.584 0.991 -3.049  0.01
H: 4.312 0.944 -2.786  0.05
H: 3.887 1.626 -1.238  0.07
H: 4.593 2.529 -2.465  0.08
H: 1.970 2.839 -1.998  0.12
H: 2.733 2.547 -4.973  0.09
H: 2.705 4.023 -3.870  0.13
H: -0.407 4.391 -4.941  0.08
H: 0.855 4.001 -6.166  0.09
H: 1.147 5.204 -4.968  0.09
H: 1.118 1.256 -3.905  0.07
H: 2.244 0.424 -3.561  0.04
C: -3.629 -0.395 2.142  -0.02
C: -4.222 -0.025 0.686  -0.42
C: -5.113 -1.090 0.072  -0.16
O: -4.476 -2.431 0.090  -0.22
C: -5.378 -3.505 -0.332  -0.08
N: -4.762 1.291 0.701  0.04
H: -4.340 -0.684 2.916  0.08
H: -2.847 0.292 2.465  0.06
H: -3.136 -1.355 1.986  0.04
H: -3.356 0.139 0.045  0.10
H: -5.402 -0.709 -0.907  0.12
H: -6.064 -1.095 0.605  0.12
H: -4.748 -4.395 -0.332  0.08
H: -5.624 -3.326 -1.379  0.08
H: -6.256 -3.541 0.313  0.09
H: -4.123 1.835 1.263  0.03
H: -5.585 1.318 1.286  0.08
C: -2.669 -2.345 -2.959  -0.02
C: -1.548 -1.998 -1.908  -0.32
C: -0.965 -3.232 -1.227  -0.17
O: -0.016 -2.801 -0.290  -0.21
C: 0.256 -3.810 0.615  -0.09
N: -0.538 -1.150 -2.574  0.02
H: -3.422 -1.558 -2.954  0.06
H: -3.238 -3.217 -2.635  0.07
H: -2.338 -2.548 -3.977  0.07
H: -2.079 -1.434 -1.141  0.11
H: -0.397 -3.931 -1.843  0.13
H: -1.764 -3.877 -0.861  0.13
H: -0.608 -4.329 1.031  0.10
H: 0.732 -3.206 1.387  0.08
H: 1.045 -4.506 0.331  0.10
H: -0.849 -0.835 -3.481  0.06
H: -0.009 -1.937 -2.921  0.03
C: 2.262 4.091 1.257  -0.05
C: 1.089 4.832 2.015  -0.32
O: -0.101 4.547 1.405  -0.07
H: 2.245 3.058 1.605  0.04
H: 3.183 4.653 1.406  0.07
H: 2.184 3.903 0.186  0.06
H: 1.262 5.907 1.964  0.10
H: 1.072 4.697 3.097  0.11
H: -0.327 3.696 1.789  0.01
C: 6.122 0.535 1.244  -0.07
C: 4.964 1.184 1.954  -0.36
O: 3.783 0.620 1.521  -0.10
H: 6.090 -0.554 1.228  0.07
H: 7.002 0.852 1.804  0.08
H: 6.073 0.948 0.236  0.07
H: 4.852 2.262 1.832  0.11
H: 4.949 1.095 3.040  0.11
H: 3.014 0.935 2.000  0.05
C: 4.776 -2.231 4.383  -0.05
C: 3.250 -2.574 4.674  -0.31
O: 2.631 -2.948 3.482  -0.09
H: 5.189 -1.455 5.027  0.06
H: 4.841 -1.805 3.382  0.05
H: 5.337 -3.166 4.394  0.06
H: 2.857 -1.665 5.130  0.09
H: 2.912 -3.313 5.400  0.11
H: 2.249 -2.187 3.039  0.07
C: -3.881 3.063 4.130  -0.09
C: -2.888 3.838 3.302  -0.31
O: -2.774 3.149 2.086  -0.11
H: -4.786 3.071 3.522  0.07
H: -4.257 3.539 5.036  0.07
H: -3.683 2.002 4.282  0.07
H: -1.962 3.874 3.876  0.11
H: -3.252 4.832 3.043  0.12
H: -1.952 2.661 2.008  0.00

## Properties
Maximum force: 7.3 eV/A
Expectation value of S²: 12.006
2S+1: 7
Frontier orbital gap (alpha / beta): 2.536 / 8.118 eV
LUMO energy (alpha / beta): 0.4 / -0.9 eV
HOMO level (alpha / beta): -2.15 / -9.01 eV